(1)
This record from OMol25 describes H6O2Si2 in the gas phase. The level of theory is ωB97M-V/def2-TZVPD.

Geometry as XYZ:
```
10
Properties=species:S:1:pos:R:3:nbo_charge:R:1
O -1.3278 1.2407 0.6485 -1.11
Si -0.7378 -0.0111 -0.2354 1.55
O -1.4730 -1.3967 0.1089 -1.12
Si 1.5333 -0.0018 0.3736 0.25
H -1.9353 1.8163 0.1334 0.51
H -1.2623 0.3114 -1.8920 -0.23
H -1.2054 -2.2388 -0.1650 0.51
H 1.7634 1.1930 -0.5847 -0.14
H 2.3512 0.2892 1.6600 -0.09
H 2.2936 -1.2022 -0.0474 -0.14
```

Results
Gap between HOMO and LUMO ... 10.1 eV
E_LUMO ... 0.0105 Eh
Electronic energy ... -19948.022 eV
SMILES ... O[SiH](O)[SiH3]

---

(2)
This record from OMol25 describes 3 unconnected molecules or ions with the total composition H6O3. The level of theory is ωB97M-V/def2-TZVPD.

Geometry as XYZ:
```
9
Properties=species:S:1:pos:R:3:lowdin_spin:R:1
O -0.7330 1.7171 0.7408 0.40
H -1.1361 2.3018 -0.0152 0.15
H -0.2556 2.2934 1.5117 0.16
O 1.7665 -0.8780 -0.4581 0.07
H 2.0273 -1.7722 -0.6646 0.01
H 0.8862 -0.9759 -0.4190 0.01
O -0.9492 -0.9919 -0.2731 0.12
H -0.9537 -0.3951 -0.9431 0.04
H -1.2421 -0.2295 0.4528 0.05
```

Results
Net charge ... -1
Multiplicity ... 2
⟨S²⟩ ... 0.751
Gap between HOMO and LUMO (alpha / beta) ... 3.4 / 10.3 eV
E_LUMO (alpha / beta) ... 0.1498 / 0.1490 Eh
Electronic energy ... -6238.079 eV